(1)
Below is C21H12Cl2IN3O5Re as an isolated structure at a distorted geometry, with properties calculated with the ωB97M-V functional and the def2-TZVPD basis.

- HOMO (alpha / beta): -0.5143 / -0.5152 Eh
- Spin multiplicity: 2
- Energy above the lowest of the compared OMol25 structures with the same formula, charge and spin: 2.64 kcal/mol
- Calculated total energy: -71942.7235 eV
- Strongest force on any atom: 1.77 eV/Å
- Gap between HOMO and LUMO (alpha / beta): 5.576 / 6.309 eV
- Lowest unoccupied orbital energy (alpha / beta): -0.30934 / -0.28329 Eh
- Charge: +2

Cartesian coordinates (Å):
Re: -0.09 0.02 0.25
O: -4.07 -1.01 -0.45
C: -2.89 -0.73 0.00
O: -1.90 -0.56 -0.74
C: -2.72 -0.63 1.46
C: -3.67 -0.74 2.46
C: -3.25 -0.55 3.78
C: -1.92 -0.27 4.06
C: -1.03 -0.17 3.00
N: -1.44 -0.36 1.75
C: 0.44 0.16 3.06
O: 1.05 0.30 4.07
O: 1.01 0.15 1.82
H: -4.09 -1.05 -1.43
H: -4.70 -0.95 2.22
H: -3.97 -0.63 4.59
H: -1.56 -0.11 5.06
Cl: -1.78 4.69 -0.04
C: -0.42 4.04 -0.84
C: 0.37 4.86 -1.67
C: 1.47 4.35 -2.32
Cl: 2.41 5.37 -3.31
C: 1.83 2.98 -2.17
C: 2.92 2.36 -2.80
C: 3.16 1.02 -2.58
C: 2.31 0.29 -1.76
N: 1.26 0.84 -1.14
C: 1.03 2.18 -1.34
C: -0.09 2.70 -0.65
O: -0.77 1.87 0.13
H: 0.10 5.90 -1.79
H: 3.57 2.94 -3.44
H: 4.00 0.52 -3.04
H: 2.48 -0.76 -1.58
I: 0.32 -4.66 -3.42
C: 0.71 -3.88 -1.54
C: 1.36 -4.63 -0.56
C: 1.59 -4.04 0.68
C: 1.17 -2.74 0.91
N: 0.54 -2.02 -0.04
C: 0.32 -2.59 -1.24
H: 1.68 -5.64 -0.75
H: 2.09 -4.58 1.46
H: 1.36 -2.25 1.85
H: -0.18 -1.98 -1.98

***

(2)
Below is an isolated molecule of C4H7BS2 at a distorted geometry, with properties calculated with the ωB97M-V functional and the def2-TZVPD basis.

- HOMO: -0.2987 Eh
- Energy above the lowest of the compared OMol25 structures with the same formula, charge and spin: 40.61 kcal/mol
- Calculated total energy: -26607.1396 eV
- Strongest force on any atom: 3.60 eV/Å
- Gap between HOMO and LUMO: 8.196 eV
- Lowest unoccupied orbital energy: 0.00254 Eh
- Charge: 0

Cartesian coordinates (Å):
B: 0.06 0.50 -0.43
C: -2.65 0.29 0.09
C: -2.55 -1.01 -0.08
C: 2.21 -0.07 0.66
C: 1.57 0.53 -0.58
S: -1.28 1.40 0.20
S: -1.07 -1.87 -0.34
H: -3.63 0.89 -0.06
H: -3.53 -1.60 -0.28
H: 1.74 -1.03 0.88
H: 3.34 -0.22 0.58
H: 1.87 0.55 1.49
H: 1.89 1.58 -0.64
H: 2.02 0.08 -1.49

***

(3)
Below is an isolated ion of composition C3H5I2N4 and charge +1 at a distorted geometry, with properties calculated with the ωB97M-V functional and the def2-TZVPD basis.

- SMILES: Nn1c[n+](N)c(I)c1I
- HOMO: -0.4610 Eh
- Calculated total energy: -25343.9892 eV
- Strongest force on any atom: 5.13 eV/Å
- Gap between HOMO and LUMO: 9.158 eV
- Lowest unoccupied orbital energy: -0.12445 Eh
- Charge: +1

Cartesian coordinates (Å):
C: 0.96 -0.05 0.00
C: -1.06 0.69 0.06
C: -1.11 -0.77 -0.14
N: 0.24 1.16 0.10
N: 0.20 -1.12 -0.14
N: 0.64 2.44 0.31
N: 0.68 -2.37 0.04
I: -2.71 1.88 0.06
I: -2.77 -1.95 0.06
H: 2.10 -0.20 -0.01
H: 0.99 2.91 -0.56
H: 0.06 2.91 0.92
H: 1.68 -2.44 -0.42
H: 0.09 -3.10 -0.28